14
Properties=species:S:1:pos:R:3:forces:R:3 method="wB97M-V/def2-TZVPD" e_above_lowest_kcal_mol=45.8 s_squared=2.06 charge=0 spin_multiplicity=3 orbital_gap_ev="8.59 / 7.92" e_tot_ev=-7818.3029
C -0.272 -0.575 0.298 4.64 -3.07 1.28
C -1.409 -1.386 0.332 1.88 2.61 0.00
C -1.090 0.694 0.189 -0.09 -4.50 -0.79
C -2.245 -0.270 -0.209 -2.85 1.43 -1.81
C 1.270 -0.969 0.338 -4.51 2.64 -0.88
C 2.303 -0.110 -0.271 -3.25 3.63 0.11
N -0.864 1.816 0.620 0.52 3.23 0.30
H -2.292 -0.447 -1.338 -0.32 0.72 1.33
H -3.231 0.100 0.177 0.56 -0.94 -0.20
H 1.566 -1.963 0.488 -0.20 -1.38 0.44
H 2.915 0.322 0.457 0.91 0.99 1.81
H 1.904 0.859 -0.839 0.72 -2.40 0.83
H 3.002 -0.652 -0.757 1.89 -1.82 -2.46
H -1.556 2.582 0.516 0.10 -1.14 0.05

=====

14
Properties=species:S:1:pos:R:3:forces:R:3 method="wB97M-V/def2-TZVPD" e_above_lowest_kcal_mol=28.8 s_squared=0.79 charge=+1 spin_multiplicity=2 orbital_gap_ev="9.24 / 7.92" e_tot_ev=-7816.7555
C 1.388 -0.662 1.536 -0.04 0.07 0.75
C 1.461 0.674 1.103 -0.43 0.13 -0.53
N 0.483 0.883 0.186 1.86 0.26 0.47
C -0.168 -0.297 -0.060 -1.93 1.15 1.40
C 0.267 -1.202 0.974 0.57 0.00 -0.41
C -1.460 0.518 -1.952 -0.56 -0.59 -0.40
C -1.300 -0.326 -0.911 1.36 -1.38 -0.67
H 1.999 -1.117 2.301 -0.03 0.14 0.00
H 2.074 1.500 1.427 0.16 -0.10 0.06
H 0.300 1.822 -0.130 -0.29 -0.24 -0.57
H -0.232 -2.060 1.383 -0.07 -0.53 -0.70
H -0.780 1.295 -2.255 0.04 0.39 0.31
H -2.262 0.279 -2.639 -0.01 0.30 -0.06
H -1.769 -1.307 -0.963 -0.63 0.41 0.35

=====

What is the charge in the second record?
+1

=====

What is the charge in the first record?
0